Entry 1:
DFT (ωB97M-V with the def2-TZVPD basis set) results for the ion C3H9IN with charge +1.

Positions of all 14 atoms, in Å:
C1 -0.3207 -1.3250 0.7163
C2 -0.3260 -0.1389 -0.3761
N1 1.1582 0.0365 -0.9184
C3 -0.8041 1.2194 0.2900
I1 0.7214 2.7995 0.3984
H1 -1.3409 -1.4098 1.0829
H2 -0.2191 -2.3451 0.2888
H3 0.3808 -1.1540 1.5046
H4 -0.9696 -0.3862 -1.2404
H5 1.3021 0.7597 -1.5927
H6 1.2365 -0.9396 -1.2104
H7 1.9206 0.2273 -0.2496
H8 -1.6624 1.6112 -0.0988
H9 -1.0769 1.0449 1.4055

Summary:
**Energy above the lowest of the compared OMol25 structures with the same formula, charge and spin**: 0.609 eV
**E_LUMO**: -3.66 eV
**Highest occupied orbital energy**: -13.69 eV
**Charge**: +1
**SMILES**: C[C@H]([NH3+])CI

---

Entry 2:
DFT (ωB97M-V with the def2-TZVPD basis set) results for the molecule C3H6Br2OSi.

Positions of all 13 atoms, in Å:
Br1 3.3504 0.9447 1.4480
Si1 1.8743 -0.4286 0.5006
Br2 2.6059 -0.7766 -1.5728
C1 0.2160 0.5527 0.3756
C2 -1.1642 -0.1386 0.2308
C3 -1.7335 -0.1109 -1.0749
O1 -2.2830 0.7392 -0.0845
H1 1.6317 -1.4990 1.4731
H2 0.3104 1.2316 -0.3800
H3 0.1822 1.0807 1.4027
H4 -1.5651 -0.9199 0.8629
H5 -2.3790 -0.9840 -1.3082
H6 -1.0463 0.3089 -1.8732

Summary:
**Energy above the lowest of the compared OMol25 structures with the same formula, charge and spin**: 0.000 eV
**E_LUMO**: 0.44 eV
**Highest occupied orbital energy**: -10.44 eV
**SMILES**: Br[SiH](Br)C[C@@H]1CO1

---

Entry 3:
DFT (ωB97M-V with the def2-TZVPD basis set) results for a cluster of 4 separate species, C15H35BrNO9S4 in total.

Positions of all 65 atoms, in Å:
Br1 6.0244 1.0837 2.3091
C1 4.9938 0.0241 3.6067
C2 4.0198 0.9915 4.3624
C3 2.9176 1.4672 3.3363
C4 1.5403 1.0254 3.8764
C5 0.3754 1.1706 2.8329
N1 -0.7835 0.6488 3.5943
C6 -0.5034 -0.4016 4.3144
S1 1.2568 -0.7997 4.1537
H1 4.3697 -0.7165 3.0761
H2 5.6316 -0.4561 4.3656
H3 4.5712 1.8289 4.8140
H4 3.5787 0.3999 5.1924
H5 3.0810 1.0353 2.3361
H6 2.9711 2.5699 3.3121
H7 1.1214 1.5558 4.7501
H8 0.6036 0.4974 1.9805
H9 0.1990 2.1645 2.3947
H10 -1.6766 1.1215 3.5032
H11 -1.2522 -0.9104 4.9320
O1 -2.5072 2.0979 -0.9068
S2 -3.5425 1.1143 -1.0682
O2 -4.5708 0.9486 -0.0758
O3 -2.8577 -0.3167 -1.3409
C7 -1.8925 -0.7723 -0.3951
C8 -2.5437 -1.2729 0.8819
C9 -4.3011 1.3075 -2.6503
H12 -1.1655 0.0185 -0.1869
H13 -1.3514 -1.5894 -0.8711
H14 -3.0273 -0.4560 1.4222
H15 -1.7979 -1.7222 1.5421
H16 -3.3127 -2.0132 0.6600
H17 -3.5237 1.3918 -3.4054
H18 -4.8973 2.2179 -2.6180
H19 -4.9414 0.4467 -2.8416
O4 -9.0737 -1.9088 -1.8304
S3 -7.6440 -1.8356 -1.7311
O5 -6.8082 -1.8775 -2.9003
O6 -7.1384 -2.9567 -0.6923
C10 -7.5330 -4.3175 -0.9229
C11 -6.7449 -4.9591 -2.0500
C12 -7.1919 -0.4240 -0.7737
H20 -8.6079 -4.3736 -1.1100
H21 -7.3388 -4.8542 0.0057
H22 -6.9793 -4.4957 -3.0086
H23 -6.9785 -6.0217 -2.1236
H24 -5.6728 -4.8398 -1.8860
H25 -7.7902 -0.4035 0.1339
H26 -7.3920 0.4600 -1.3763
H27 -6.1352 -0.4838 -0.5414
O7 6.7615 -0.1148 -2.9587
S4 7.4824 1.0025 -3.5028
O8 8.9159 1.0102 -3.5608
O9 6.9856 2.3444 -2.7642
C13 7.0492 2.3855 -1.3340
C14 8.4668 2.5940 -0.8335
C15 6.8469 1.3823 -5.1064
H28 6.6085 1.4800 -0.9076
H29 6.4290 3.2259 -1.0200
H30 9.0955 1.7328 -1.0611
H31 8.4744 2.7405 0.2479
H32 8.9201 3.4614 -1.3142
H33 5.7615 1.4170 -5.0569
H34 7.1695 0.5919 -5.7812
H35 7.2547 2.3375 -5.4286

Summary:
**E_LUMO**: -4.95 eV
**Highest occupied orbital energy**: -12.31 eV
**Charge**: +1

---

Entry 4:
DFT (ωB97M-V with the def2-TZVPD basis set) results for a structure of composition C27H28AsFeN4O12S.

Positions of all 74 atoms, in Å:
Fe1 0.6120 0.0646 -0.1324
N1 3.3423 -0.8863 1.8643
C1 2.1167 -0.9289 2.5000
C2 2.1053 -1.5383 3.7621
C3 0.9543 -1.5248 4.5063
C4 -0.1726 -0.9008 3.9812
C5 -0.0884 -0.3648 2.7241
N2 1.0368 -0.3580 1.9738
C6 3.7343 -0.5368 0.5904
C7 5.1082 -0.6453 0.3147
C8 5.5734 -0.2872 -0.9223
C9 4.6648 0.1794 -1.8708
C10 3.3408 0.2353 -1.5223
N3 2.8616 -0.1130 -0.3112
H1 4.0759 -1.3178 2.4007
H2 3.0063 -2.0089 4.1321
H3 0.9296 -1.9983 5.4784
H4 -1.1118 -0.8730 4.5119
H5 -0.9491 0.0896 2.2551
H6 5.7775 -1.0086 1.0833
H7 6.6269 -0.3710 -1.1525
H8 4.9725 0.4607 -2.8666
H9 2.5963 0.5506 -2.2369
O1 -3.0165 -2.6912 0.3433
As1 -1.2428 -2.6801 0.3419
O2 -0.7416 -3.2525 1.7747
O3 -0.9538 -1.0174 0.0179
C11 -1.0053 -3.6313 -1.3294
C12 -2.0524 -4.4167 -1.7953
C13 -1.9541 -5.0505 -3.0273
C14 -0.8208 -4.8955 -3.8083
C15 0.2275 -4.1063 -3.3576
C16 0.1294 -3.4918 -2.1221
S1 1.4222 -2.4135 -1.5855
O4 0.9403 -1.0497 -1.9731
O5 2.6496 -2.8001 -2.2193
O6 1.3870 -2.4982 -0.1234
H10 -3.2907 -2.6953 1.2692
H11 -2.9440 -4.5281 -1.1950
H12 -2.7730 -5.6656 -3.3762
H13 -0.7512 -5.3891 -4.7685
H14 1.1292 -3.9802 -3.9412
C17 -0.7815 1.2606 -2.5785
O7 0.4566 1.5060 -1.8993
C18 0.6642 2.9132 -1.7447
C19 1.9667 3.1631 -1.0176
O8 2.0041 2.3428 0.1245
C20 2.5072 2.9490 1.2997
H15 -0.7284 1.6745 -3.5878
H16 -1.6041 1.7225 -2.0263
H17 -0.9228 0.1863 -2.6243
H18 -0.1707 3.3388 -1.1847
H19 0.6971 3.3664 -2.7409
H20 2.0224 4.2223 -0.7509
H21 2.8216 2.9268 -1.6635
H22 1.8644 3.7744 1.6085
H23 3.5369 3.2919 1.1471
H24 2.4985 2.1853 2.0762
O9 -0.5285 3.5488 1.2772
C21 -1.1334 2.5400 0.9542
O10 -0.6277 1.4250 0.5559
C22 -2.6475 2.5041 0.9633
C23 -3.3613 3.6673 1.2300
C24 -4.7451 3.6493 1.2405
C25 -5.3847 2.4465 0.9911
C26 -4.7013 1.2742 0.7184
C27 -3.3159 1.3121 0.6982
N4 -6.8612 2.4154 1.0132
O11 -7.4428 3.4796 1.0704
O12 -7.4018 1.3472 0.8147
H25 -2.8144 4.5771 1.4363
H26 -5.3276 4.5363 1.4382
H27 -5.2485 0.3645 0.5215
H28 -2.7429 0.4232 0.4512

Summary:
**Energy above the lowest of the compared OMol25 structures with the same formula, charge and spin**: 0.000 eV
**E_LUMO (alpha / beta)**: -0.30 / -1.29 eV
**Highest occupied orbital energy (alpha / beta)**: -8.69 / -8.68 eV
**2S+1**: 6

---

Entry 5:
DFT (ωB97M-V with the def2-TZVPD basis set) results for a structure of composition C37H46N9ReS4SbSi4Te.

Positions of all 103 atoms, in Å:
Re1 -0.4600 -0.3669 -0.4464
C1 0.2259 1.5243 3.3668
C2 0.3808 1.3194 2.0160
N1 -0.5861 0.7657 1.2651
C3 -1.7941 0.5492 1.9098
C4 -1.8835 0.7380 3.2864
N2 -0.8919 1.1848 4.0221
C5 -2.8734 0.2379 1.0096
C6 -4.2491 0.3335 1.2445
C7 -5.1094 0.3534 0.1441
C8 -4.5807 0.4124 -1.1431
C9 -3.1932 0.2992 -1.3113
N3 -2.4139 0.0640 -0.2394
C10 -2.4058 0.5373 -2.4806
C11 -2.8893 0.7212 -3.7754
N4 -2.1295 0.9558 -4.8177
C12 -0.8042 1.0794 -4.5635
C13 -0.2773 0.9269 -3.3105
N5 -1.0274 0.6100 -2.2362
C14 -6.5615 0.3780 0.3501
C15 -7.4099 -0.3103 -0.5140
C16 -8.7708 -0.2930 -0.2694
N6 -9.3201 0.3430 0.7515
C17 -8.5193 1.0050 1.5690
C18 -7.1447 1.0607 1.4157
H1 1.0246 1.9486 3.9584
H2 1.2957 1.6182 1.5126
H3 -2.7955 0.4789 3.8051
H4 -4.6315 0.3739 2.2506
H5 -5.2188 0.5807 -1.9940
H6 -3.9546 0.6531 -3.9561
H7 -0.1800 1.3119 -5.4097
H8 0.7853 1.0637 -3.1239
H9 -7.0091 -0.8730 -1.3420
H10 -9.4623 -0.8159 -0.9149
H11 -9.0092 1.5129 2.3891
H12 -6.5381 1.6310 2.1025
S1 3.1775 -2.0790 0.0301
Sb1 2.0201 -1.7079 2.1722
S2 3.1670 1.5448 -0.0224
S3 -0.1370 -2.1338 1.1087
S4 2.3170 -3.8589 2.9746
N7 -5.2306 -6.6623 -7.7840
C19 -4.5415 -6.1486 -7.0249
C20 -3.6846 -5.5168 -6.0979
C21 -3.0261 -6.2787 -5.1291
C22 -2.2010 -5.6685 -4.2103
C23 -2.0250 -4.2864 -4.2456
C24 -2.6628 -3.5256 -5.2252
C25 -3.4905 -4.1331 -6.1453
N8 -1.2197 -3.6575 -3.2851
C26 -0.0726 -4.1436 -2.7191
C27 0.3696 -3.1885 -1.8594
N9 -0.4965 -2.1289 -1.8783
C28 -1.4409 -2.4454 -2.7373
H13 -3.1807 -7.3467 -5.0962
H14 -1.7151 -6.2577 -3.4473
H15 -2.5026 -2.4598 -5.2688
H16 -3.9946 -3.5488 -6.8992
H17 0.3474 -5.0922 -2.9791
H18 1.2296 -3.2388 -1.2197
H19 -2.2977 -1.8454 -2.9737
C29 7.3400 -1.0900 -2.9999
Si1 6.2342 -0.5601 -1.5269
C30 6.7844 1.0941 -0.7392
C31 6.3749 -1.9336 -0.2094
Si2 4.0664 -0.1150 -2.7045
Te1 2.0972 -0.2008 -1.0025
Si3 3.3901 -1.8407 -4.2762
C32 4.4536 -1.6494 -5.8548
C33 1.5485 -1.8333 -4.8546
C34 3.7589 -3.5323 -3.4534
Si4 3.9863 2.1232 -3.7366
C35 2.6951 2.2974 -5.1588
C36 3.7345 3.6331 -2.5938
C37 5.7063 2.2365 -4.5738
H20 8.3702 -1.1937 -2.6789
H21 7.3193 -0.3651 -3.8039
H22 7.0320 -2.0465 -3.4073
H23 7.6480 0.9508 -0.0963
H24 5.9827 1.5027 -0.1298
H25 7.0446 1.8391 -1.4826
H26 7.4138 -2.1509 0.0233
H27 5.9107 -2.8592 -0.5363
H28 5.8843 -1.6339 0.7109
H29 4.2534 -0.7166 -6.3705
H30 4.2593 -2.4553 -6.5554
H31 5.5113 -1.6693 -5.6187
H32 1.4060 -1.2238 -5.7423
H33 0.8839 -1.4398 -4.0895
H34 1.2126 -2.8389 -5.0948
H35 4.8139 -3.7757 -3.5257
H36 3.2035 -4.3476 -3.9068
H37 3.5105 -3.5136 -2.3963
H38 1.7721 2.7498 -4.8083
H39 2.4492 1.3417 -5.6103
H40 3.0827 2.9387 -5.9453
H41 2.7394 3.6298 -2.1596
H42 3.8576 4.5693 -3.1315
H43 4.4296 3.6238 -1.7615
H44 5.8693 1.4103 -5.2569
H45 6.5118 2.2243 -3.8502
H46 5.7996 3.1537 -5.1460

Summary:
**E_LUMO (alpha / beta)**: -1.33 / -2.32 eV
**Highest occupied orbital energy (alpha / beta)**: -6.15 / -6.83 eV
**2S+1**: 4